Entry from the OMol25 dataset: C27H41BrN2NiP2 as an isolated structure (wB97M-V/def2-TZVPD).

CARTESIAN COORDINATES (ANGSTROEM)
C  -4.775  -1.659  1.954
C  -3.946  -2.051  0.887
C  -4.554  -2.561  -0.281
C  -5.958  -2.531  -0.356
N  -6.731  -2.113  0.648
C  -6.159  -1.670  1.769
C  -2.539  -1.881  1.041
C  -1.415  -1.760  1.468
C  -0.079  -1.981  1.883
C  0.850  -0.921  2.026
C  2.236  -1.226  2.054
C  2.575  -2.554  1.828
C  1.700  -3.602  2.154
C  0.362  -3.265  2.211
Ni  1.836  0.545  0.595
P  -0.168  1.349  0.216
H  -3.972  -2.912  -1.132
H  -4.341  -1.296  2.882
H  -6.469  -2.881  -1.259
H  -6.819  -1.333  2.563
H  -0.372  -4.013  2.477
H  0.479  0.050  2.347
H  2.000  -4.640  2.317
H  3.051  -0.514  2.246
C  0.329  3.025  -0.409
C  -0.708  3.862  -1.131
H  1.186  2.824  -1.075
H  0.733  3.532  0.480
H  -0.215  4.795  -1.423
H  -1.077  3.382  -2.044
H  -1.557  4.111  -0.488
C  -1.348  0.634  -0.996
C  -2.817  0.965  -0.804
H  -1.221  -0.452  -0.946
H  -1.039  0.959  -1.994
H  -3.408  0.605  -1.656
H  -3.221  0.486  0.091
H  -2.979  2.044  -0.751
C  -1.184  1.454  1.766
C  -2.123  2.635  1.777
H  -0.516  1.533  2.636
H  -1.689  0.480  1.844
H  -2.605  2.707  2.757
H  -1.586  3.569  1.586
H  -2.921  2.529  1.043
Br  4.167  -2.864  0.876
P  1.903  -0.206  -1.525
C  1.230  0.540  -3.072
C  2.229  0.795  -4.196
H  0.736  1.487  -2.812
H  0.439  -0.137  -3.430
H  1.769  1.486  -4.916
H  3.153  1.253  -3.831
H  2.481  -0.123  -4.741
C  3.707  0.220  -1.422
C  4.752  -0.709  -2.042
H  3.921  0.309  -0.329
H  3.816  1.232  -1.846
H  5.736  -0.352  -1.698
H  4.645  -1.749  -1.704
H  4.753  -0.665  -3.140
C  1.676  -1.983  -1.846
C  1.948  -2.444  -3.276
H  0.628  -2.185  -1.586
H  2.291  -2.530  -1.120
H  1.838  -3.535  -3.335
H  1.241  -2.012  -3.995
H  2.964  -2.203  -3.611
C  1.840  2.866  4.745
C  1.809  2.356  3.390
N  1.928  1.891  2.333
H  2.226  2.106  5.433
H  0.855  3.161  5.117
H  2.492  3.739  4.777

Results
2S+1: 3
E_HOMO (alpha / beta): -13.602 / -13.977 eV
net charge: +2
gap between HOMO and LUMO (alpha / beta): 0.28364 / 0.24725 Eh

Entry from the OMol25 dataset: an isolated ion of composition C6H17N3S and charge +2 (wB97M-V/def2-TZVPD).

CARTESIAN COORDINATES (ANGSTROEM)
C  -1.040  -0.999  -0.697
C  -2.436  -0.290  -0.536
C  0.657  0.573  -1.433
C  1.603  1.728  -1.161
C  0.412  0.081  0.964
C  1.232  -1.053  1.638
N  0.136  -0.127  -0.457
N  -2.693  0.578  -1.617
N  1.494  -0.711  3.071
S  0.294  0.033  -3.050
H  -0.870  -2.007  -0.241
H  -1.090  -1.358  -1.701
H  -3.317  -1.053  -0.312
H  -2.464  0.215  0.510
H  1.959  2.201  -2.039
H  2.444  1.257  -0.540
H  1.140  2.425  -0.529
H  -0.549  0.206  1.575
H  0.897  1.031  0.919
H  2.210  -1.179  1.162
H  0.635  -2.014  1.419
H  -2.792  0.198  -2.472
H  -3.494  1.078  -1.249
H  1.900  0.254  3.265
H  2.107  -1.495  3.444
H  0.649  -0.511  3.661
H  0.975  0.944  -3.596

Results
2S+1: 1
E_HOMO: -15.600 eV
net charge: +2
gap between HOMO and LUMO: 0.30962 Eh

Entry from the OMol25 dataset: C18H17Br2CuN4OS2 as an isolated structure (wB97M-V/def2-TZVPD).

CARTESIAN COORDINATES (ANGSTROEM)
Cu  0.006  -0.349  -0.880
C  -2.551  2.400  -1.185
C  -1.135  2.807  -0.988
C  -0.849  4.181  -0.838
C  0.443  4.619  -0.741
C  1.494  3.683  -0.783
C  2.872  4.000  -0.710
Br  3.429  5.803  -0.545
C  3.830  3.013  -0.743
C  3.451  1.681  -0.861
Br  4.786  0.350  -0.934
C  2.111  1.287  -0.984
O  1.751  0.076  -1.231
C  1.126  2.322  -0.892
N  -0.164  1.909  -0.959
H  -3.175  3.279  -1.311
H  -2.911  1.847  -0.321
H  -2.662  1.755  -2.054
H  -1.670  4.882  -0.814
H  0.671  5.671  -0.652
H  4.879  3.265  -0.685
S  -2.157  -0.660  -0.485
C  -2.234  -0.561  1.179
N  -2.550  -1.603  1.938
C  -2.575  -1.413  3.371
C  -2.825  0.074  3.582
S  -2.049  0.890  2.133
H  -2.643  -2.519  1.525
H  -1.614  -1.718  3.807
H  -3.369  -2.013  3.815
H  -2.387  0.468  4.494
H  -3.888  0.317  3.553
N  2.668  -2.335  -0.410
C  1.603  -3.115  -0.626
C  1.777  -4.519  -0.706
C  0.700  -5.342  -0.860
C  -0.571  -4.764  -0.926
C  -0.674  -3.399  -0.865
N  0.373  -2.564  -0.716
H  3.586  -2.738  -0.503
H  2.580  -1.339  -0.596
H  2.783  -4.904  -0.659
H  0.827  -6.409  -0.944
H  -1.450  -5.372  -1.043
H  -1.648  -2.942  -0.948

Results
2S+1: 2
E_HOMO (alpha / beta): -10.338 / -10.316 eV
net charge: +1
gap between HOMO and LUMO (alpha / beta): 0.25633 / 0.20854 Eh

Calculated values (eV) of energy above the lowest of the compared OMol25 structures with the same formula, charge and spin for the records, taken in order: 0.000 0.420 0.932.
Calculated values (eV) of E for the records, taken in order: -161290.395 -21785.215 -233340.891.